# 1
DFT (the ωB97M-V functional and the def2-TZVPD basis) results for C8H15F9FeN5O19S3 as an isolated structure.

Geometry as XYZ:
```
60
C8H15F9FeN5O19S3 the ωB97M-V functional and the def2-TZVPD basis
Fe -33.795 21.733 7.665
S -32.775 21.540 4.515
S -36.170 20.516 9.712
S -32.418 18.793 8.557
F -32.258 16.278 7.502
F -37.504 22.780 9.069
F -31.950 17.866 6.129
F -31.646 23.942 4.281
F -30.388 17.430 7.480
F -38.518 21.421 10.536
F -38.449 20.908 8.341
F -31.748 22.884 2.363
F -33.636 23.724 3.193
O -37.305 20.237 5.742
O -31.390 18.975 9.565
O -32.718 20.091 7.869
O -33.735 20.682 3.840
O -35.305 19.918 6.626
O -33.911 23.637 8.607
O -35.122 21.274 8.922
O -35.899 20.580 11.163
O -35.266 24.409 10.066
O -35.721 22.980 4.635
O -33.738 18.304 9.027
O -35.674 22.784 6.790
O -36.457 19.228 9.190
O -33.301 22.005 5.867
O -30.460 22.799 9.468
O -33.896 22.852 12.223
O -33.102 21.798 10.464
O -31.397 21.068 4.633
O -31.608 22.507 7.784
N -34.222 24.485 9.421
N -36.233 19.668 5.836
N -30.611 22.955 8.295
N -36.288 23.055 5.737
N -33.431 21.894 11.645
C -32.430 23.164 3.479
C -35.918 18.656 4.796
C -37.851 21.523 9.377
C -29.507 23.579 7.520
C -33.253 20.708 12.524
C -37.712 23.669 5.800
C -31.684 17.472 7.317
C -33.374 25.654 9.669
H -29.718 23.155 6.538
H -34.883 18.597 4.458
H -36.368 18.984 3.859
H -33.029 26.050 8.714
H -34.193 20.518 13.042
H -33.912 26.429 10.216
H -37.779 24.624 5.279
H -38.186 23.543 6.774
H -32.533 25.357 10.296
H -36.310 17.659 4.992
H -38.214 22.876 5.247
H -32.400 20.708 13.203
H -32.888 19.936 11.845
H -28.552 23.533 8.042
H -29.671 24.655 7.469
```

## Properties
Orbital gap (alpha / beta) in eV: 9.7 / 4.5
DFT total energy in eV: -146216.697
Total charge: +1
LUMO (alpha / beta) in eV: -3.6357 / -8.7156
⟨S²⟩: 12.022
2S+1: 7

# 2
DFT (the ωB97M-V functional and the def2-TZVPD basis) results for an isolated ion of composition C8H15IN and charge +1.

Geometry as XYZ:
```
25
C8H15IN the ωB97M-V functional and the def2-TZVPD basis
I 2.095 0.405 1.799
N -0.371 0.660 0.159
C -0.721 -1.908 -0.086
C -1.125 1.175 -1.105
C 2.212 2.343 -1.701
C 1.055 0.762 -0.090
C -0.892 -0.597 0.637
C -1.450 -0.485 1.839
C -0.096 -2.954 0.861
C 1.360 2.067 -0.624
H 2.834 1.685 -2.165
H 0.820 -2.551 1.340
H -0.645 1.381 0.903
H 2.285 3.372 -1.959
H -1.029 2.223 -1.030
H 1.278 -0.012 -0.715
H -1.866 -1.326 2.408
H -0.728 0.881 -2.035
H -1.775 -2.211 -0.363
H -1.335 0.516 2.280
H -0.821 -3.505 1.536
H -0.120 -1.758 -0.945
H -2.067 0.760 -0.846
H 0.932 2.945 -0.221
H 0.170 -3.868 0.124
```

## Properties
Orbital gap in eV: 9.4
DFT total energy in eV: -18120.577
Total charge: +1
LUMO in eV: -3.7101
Structure (SMILES): C=C[C@@H](I)[N@@H+](C)C(=C)CC
ΔE to the lowest compared entry with this formula, charge and spin in eV: 2.6444

# 3
DFT (the ωB97M-V functional and the def2-TZVPD basis) results for C8H15LiO6S as an isolated structure.

Geometry as XYZ:
```
31
C8H15LiO6S the ωB97M-V functional and the def2-TZVPD basis
S -0.616 -1.396 0.398
O -0.546 3.261 -0.171
O -2.063 1.141 -0.125
O 3.015 3.261 -0.285
O 1.507 1.749 0.437
O -2.531 1.289 -2.309
O -0.192 -0.639 -0.822
C -1.365 -3.938 1.052
C -0.926 2.794 -1.432
C 1.887 2.886 -0.004
C 2.156 -1.552 0.734
C -0.619 -3.174 -0.037
C -1.903 1.667 -1.203
C 0.729 3.914 -0.138
C 0.851 -1.407 1.496
Li -0.026 1.108 0.111
H 2.279 -2.548 0.309
H 0.682 -2.197 2.229
H -2.384 -3.564 1.155
H -1.412 -5.001 0.819
H -0.082 2.369 -1.998
H 2.198 -0.813 -0.064
H -1.130 -3.237 -0.997
H 0.823 -0.441 2.006
H 2.991 -1.354 1.403
H -1.389 3.572 -2.047
H 0.719 4.544 0.750
H 0.406 -3.514 -0.159
H -0.871 -3.832 2.019
H -3.064 0.506 -2.114
H 0.875 4.547 -1.014
```

## Properties
Orbital gap in eV: 8.6
DFT total energy in eV: -31865.905
Total charge: 0
LUMO in eV: 0.1245

# 4
DFT (the ωB97M-V functional and the def2-TZVPD basis) results for a 2-piece molecular cluster, C8H15N overall.

Geometry as XYZ:
```
24
C8H15N the ωB97M-V functional and the def2-TZVPD basis
N -2.587 1.704 -2.510
C -1.948 1.162 -1.527
C -0.845 1.836 -0.800
C 0.137 2.439 -1.476
C 1.641 -1.118 -0.032
C 1.565 -1.334 1.452
C 2.586 -1.863 2.143
C 0.283 -0.929 2.118
C -2.353 -0.212 -1.064
H 2.539 -1.567 -0.468
H -0.850 1.778 0.283
H -2.226 2.646 -2.695
H -3.380 -0.180 -0.688
H 1.659 -0.047 -0.256
H -2.302 -0.908 -1.907
H -1.696 -0.573 -0.270
H 0.961 2.912 -0.949
H 2.526 -2.020 3.216
H 0.315 -1.081 3.202
H 0.161 2.461 -2.562
H 0.078 0.130 1.938
H 0.774 -1.565 -0.530
H -0.551 -1.519 1.725
H 3.513 -2.154 1.657
```

## Properties
Orbital gap in eV: 10.2
DFT total energy in eV: -10027.799
Total charge: 0
LUMO in eV: 0.8584
Structure (SMILES): [H]/N=C(/C)C=C.C=C(C)C
ΔE to the lowest compared entry with this formula, charge and spin in eV: 1.5762

# 5
DFT (the ωB97M-V functional and the def2-TZVPD basis) results for one molecule with the formula C8H15N.

Geometry as XYZ:
```
24
C8H15N the ωB97M-V functional and the def2-TZVPD basis
N 2.452 -1.464 -0.023
C -1.724 1.117 -0.104
C -4.152 -0.398 0.086
C 1.084 0.463 -0.282
C 2.491 -0.091 -0.314
C 0.116 -0.504 -0.009
C 3.503 0.741 0.261
C -2.611 -0.143 -0.387
C -1.369 -0.172 0.401
H -2.043 1.843 0.746
H 3.214 -1.973 -0.635
H 3.157 1.734 -0.124
H 2.885 -1.269 1.082
H 3.140 1.060 1.289
H 0.360 -1.499 -0.028
H -1.110 1.722 -0.855
H -1.522 -0.461 1.542
H 0.965 1.526 -0.300
H -2.655 -0.624 -1.495
H -5.012 0.082 -0.586
H -4.318 -0.468 1.201
H -4.331 -1.543 -0.095
H 4.579 0.320 0.024
H 2.901 0.003 -1.394
```

## Properties
Orbital gap in eV: 9.7
DFT total energy in eV: -10023.350
Total charge: 0
LUMO in eV: 0.9215
Structure (SMILES): C[C@@H](N)/C=C/[C@H]1C[C@@H]1C
ΔE to the lowest compared entry with this formula, charge and spin in eV: 6.0257

# 6
DFT (the ωB97M-V functional and the def2-TZVPD basis) results for an isolated ion of composition C8H15N2O and charge +1.

Geometry as XYZ:
```
26
C8H15N2O the ωB97M-V functional and the def2-TZVPD basis
O 3.139 0.903 0.152
N -2.213 1.096 0.030
N -1.242 -0.129 1.764
C 3.705 1.545 -0.959
C -0.272 -2.234 0.069
C 1.793 -1.002 0.721
C 0.899 -2.140 0.729
C 2.536 -0.307 -0.183
C -1.394 -0.101 0.408
C -0.967 -1.046 -0.454
C -3.532 0.982 -0.688
H -0.868 0.564 2.373
H -1.667 1.668 -0.694
H 4.747 1.460 -0.886
H 2.823 -0.653 -1.190
H 3.389 0.882 -1.840
H -1.377 -1.044 -1.449
H -3.587 0.033 -1.224
H -3.639 1.838 -1.527
H 3.322 2.534 -0.977
H -4.494 1.155 -0.124
H 1.785 -0.463 1.691
H -0.914 -3.090 0.048
H -0.908 -1.006 2.027
H -2.304 1.663 0.972
H 1.240 -3.108 1.210
```

## Properties
Orbital gap in eV: 8.2
DFT total energy in eV: -13556.571
Total charge: +1
LUMO in eV: -3.3691
Structure (SMILES): C[NH2+]/C(N)=C/C=C\C=C\OC
ΔE to the lowest compared entry with this formula, charge and spin in eV: 4.7194

# 7
DFT (the ωB97M-V functional and the def2-TZVPD basis) results for an isolated ion of composition C8H15N2O and charge +1.

Geometry as XYZ:
```
26
C8H15N2O the ωB97M-V functional and the def2-TZVPD basis
O 2.477 -1.845 -0.147
N -0.962 0.271 1.479
N 1.303 1.530 0.620
C 1.224 -0.078 -1.481
C 3.320 -2.488 -1.091
C 1.868 -0.768 -0.591
C 0.919 0.340 -0.005
C 0.598 0.330 -2.788
C -0.330 -0.199 0.419
C -2.331 -0.175 1.937
C -3.326 1.019 2.012
H -4.149 0.597 2.642
H 2.392 1.566 0.680
H 4.226 -1.845 -1.376
H 0.785 -0.529 -3.451
H -0.596 1.187 1.741
H -3.601 1.498 1.075
H 1.133 1.250 -3.401
H -2.785 1.704 2.629
H -2.566 -0.966 1.233
H -0.431 0.691 -2.546
H 1.034 2.513 0.108
H 2.765 -2.837 -2.022
H 3.484 -3.559 -0.696
H -0.580 -1.185 -0.104
H -2.257 -0.641 2.871
```

## Properties
Orbital gap (alpha / beta) in eV: 6.5 / 6.1
DFT total energy in eV: -13552.836
Total charge: +1
LUMO (alpha / beta) in eV: -2.7179 / -7.2184
ΔE to the lowest compared entry with this formula, charge and spin in eV: 3.0583
⟨S²⟩: 2.017
2S+1: 3

# 8
DFT (the ωB97M-V functional and the def2-TZVPD basis) results for C8H15N2O3 as an isolated structure.

Geometry as XYZ:
```
28
C8H15N2O3 the ωB97M-V functional and the def2-TZVPD basis
O -0.223 2.932 0.999
O -0.217 1.602 1.529
O -0.135 -3.544 -0.862
N 0.622 1.302 -0.908
N -2.147 0.924 0.126
C 1.394 -0.526 0.611
C 0.288 0.478 0.196
C 1.130 -1.736 0.159
C 0.302 3.794 1.900
C 1.012 -4.458 -0.815
C -1.261 -1.473 -0.433
C -1.115 -0.145 0.235
C -0.156 -2.260 -0.398
H -2.236 -1.793 -0.382
H -0.174 4.090 2.857
H -0.300 1.777 -1.089
H 2.359 -0.232 0.877
H 1.284 -4.612 0.250
H 0.421 -5.268 -1.266
H 1.827 -4.197 -1.425
H -2.098 1.271 -0.853
H 1.449 1.860 -0.681
H 0.167 4.767 1.398
H 1.874 -2.649 0.148
H -1.456 1.517 0.932
H -1.174 -0.341 1.397
H -3.099 0.776 0.617
H 1.326 3.441 2.192
```

## Properties
Orbital gap in eV: 8.8
DFT total energy in eV: -17648.108
Total charge: +1
LUMO in eV: -3.4777
ΔE to the lowest compared entry with this formula, charge and spin in eV: 8.5159

# 9
DFT (the ωB97M-V functional and the def2-TZVPD basis) results for one molecule with the formula C8H15N2O3P.

Geometry as XYZ:
```
29
C8H15N2O3P the ωB97M-V functional and the def2-TZVPD basis
P -0.277 -0.006 0.318
O 1.187 -0.012 -0.416
O -0.915 1.276 0.699
O 2.595 1.719 0.243
N -1.399 -0.809 -0.690
N -0.124 -1.188 1.510
C -2.263 -0.104 -1.655
C -1.364 -1.401 2.219
C 2.865 2.953 -0.209
C 1.383 2.145 -1.616
C 1.710 1.229 -0.640
C 1.064 -1.374 2.322
C -1.189 -2.074 -1.245
C 2.160 3.265 -1.314
H 2.125 4.129 -1.915
H 1.225 -2.522 2.499
H -2.258 1.061 -1.391
H 1.107 -0.679 3.204
H -3.202 -0.624 -1.626
H 0.668 1.951 -2.455
H -0.379 -2.601 -0.810
H -1.685 -0.519 2.795
H -1.819 0.012 -2.708
H -2.282 -1.446 1.512
H -2.077 -2.697 -1.205
H -0.954 -1.933 -2.380
H -1.234 -2.186 2.990
H 1.839 -1.101 1.567
H 3.491 3.538 0.398
```

## Properties
Orbital gap in eV: 9.4
DFT total energy in eV: -26950.397
Total charge: 0
LUMO in eV: 0.8427
Structure (SMILES): CN(C)P(=O)(Oc1ccco1)N(C)C
ΔE to the lowest compared entry with this formula, charge and spin in eV: 1.0495

In order of appearance, strongest force on any atom = 4.21; 5.76; 1.32; 1.53; 6.15; 3.49; 6.31; 4.01; 4.56 eV/Å.